1.
# C40H92N12O8

8 unconnected molecules or ions with the total composition C40H92N12O8 in a non-equilibrium geometry (wB97M-V/def2-TZVPD, the Open Molecules 2025 dataset).

Output
SMILES: CC1(C)CCCC(C)(C)N1O.CC1(C)CCCC(C)(C)N1O.CC1(C)CCCC(C)(C)N1O.CC1(C)CCCC(C)(C)N1O.NC(N)=O.NC(N)=O.NC(N)=O.NC(N)=O
2S+1: 1
orbital gap: 8.492 eV
ΔE to the lowest compared entry with this formula, charge and spin: 24.8 kcal per mole

Cartesian coordinates (Å):
O: 3.9811 0.6699 5.8342
O: 0.5021 4.8516 1.7757
O: -0.7598 -0.6255 -1.4735
O: 3.3439 -0.8399 -2.9463
O: -0.3366 -3.0809 -4.3807
O: 1.8523 -3.9810 0.4738
O: -3.7083 2.5945 2.0507
O: -4.0883 1.8590 -3.7372
N: -1.3903 -3.8834 -4.8404
N: 3.2340 0.6435 -4.6760
N: 1.3555 0.1088 -3.4802
N: 4.3422 0.0235 4.6568
N: -3.1155 1.1492 -1.7827
N: 0.5138 -2.5222 -1.5421
N: 0.9692 4.7061 0.4512
N: -3.8744 1.3046 2.6010
N: -1.9009 1.1130 -3.6357
N: 4.0268 -4.5123 0.9157
N: 0.1807 -1.4377 0.4351
N: 3.5300 -2.9709 -0.6955
C: -2.4935 -6.0831 -4.8897
C: 0.8188 3.3273 -0.0375
C: 4.4783 -0.6038 1.8523
C: 2.7500 -1.9037 5.0452
C: -2.7982 0.3996 2.2085
C: 1.7427 2.4396 0.8217
C: -3.1329 -1.0235 2.6306
C: -3.6047 2.1644 4.9778
C: -5.8326 2.0800 3.8251
C: 0.8968 4.3147 -2.4741
C: -3.6078 -1.0921 4.1055
C: -0.8544 6.2006 -0.4223
C: -4.4604 1.3687 3.9472
C: -2.5246 -1.9777 -5.7593
C: 3.0735 -3.8297 0.2365
C: 1.4113 7.0694 0.1636
C: 3.8082 -1.5032 2.8835
C: 5.6289 0.0782 2.5507
C: 2.6699 -0.1073 -3.6832
C: -2.6559 -3.1369 -4.7765
C: -4.7184 -0.0525 4.4029
C: 4.4735 2.1162 3.3284
C: 1.3795 3.2741 -1.4707
C: 6.5591 1.1869 4.5040
C: -0.0803 -1.5101 -0.9138
C: -3.8372 -5.3906 -4.7248
C: 3.2459 -0.7954 4.1107
C: 0.6437 5.8458 -0.4223
C: -1.4130 0.7333 2.7921
C: 1.1271 5.6675 -1.8511
C: 5.2517 0.8738 3.7852
C: -1.2855 -5.3353 -2.8232
C: -3.7986 -3.9709 -5.3407
C: -2.6890 0.4297 0.6831
C: -0.6508 2.7889 0.0069
C: -1.3040 -5.2870 -4.3699
C: -0.0233 -5.8814 -4.9352
C: -3.0691 -2.5785 -3.4093
C: 2.0321 0.0887 3.7039
C: -3.1330 1.3910 -3.1262
H: 0.6539 -2.2258 0.8566
H: -1.1316 1.7735 2.6009
H: -2.1736 -2.2510 -2.8783
H: -2.6766 -7.0251 -4.3639
H: -0.6281 0.1411 2.3229
H: 0.7942 -0.3925 -2.8118
H: 1.7711 -2.3119 4.7849
H: -1.5062 -6.3410 -2.4639
H: -4.8326 -0.0511 5.4892
H: 4.4946 -2.9007 -0.9639
H: 2.4863 6.8837 0.1308
H: 4.0085 2.5326 4.2289
H: -5.6314 -0.4866 3.9918
H: -5.7223 3.0420 3.3290
H: 4.2336 0.6926 -4.7247
H: -2.5382 2.0758 4.7830
H: 3.3623 1.3932 5.6151
H: -0.3121 -4.9836 -2.4819
H: 7.2082 1.8179 3.9051
H: -1.1457 2.7511 -0.9589
H: 1.3942 2.2289 -1.8029
H: 6.3866 1.5557 5.5182
H: -4.0452 -2.0861 4.2101
H: 0.9153 -5.3847 -4.6780
H: -1.1983 3.1999 0.8537
H: 5.1635 2.9115 3.0336
H: 3.7323 1.9889 2.5488
H: 1.6056 1.3711 0.6545
H: -4.0319 -5.3912 -3.6496
H: -3.6562 -1.6586 -3.5033
H: -2.3330 0.5871 -1.4724
H: -4.6493 -5.9082 -5.2363
H: -3.8384 1.8180 5.9855
H: 3.4249 -2.7591 5.1016
H: -0.4629 4.8941 1.6662
H: -2.8021 -1.0091 4.8358
H: -3.8531 3.2260 4.9621
H: -2.2561 -6.3889 -5.9138
H: 0.9323 -3.2799 -1.0144
H: 4.9584 -4.1613 0.8025
H: 0.1159 -2.7341 -5.1577
H: 6.1522 0.6630 1.7855
H: -2.4419 1.4196 0.2910
H: 4.8354 -1.2771 1.0691
H: 2.1456 0.6495 2.7746
H: 2.9135 -2.2669 -1.0615
H: -4.5535 2.7975 1.6383
H: 1.4160 4.2114 -3.4295
H: -1.9134 -0.2121 0.2610
H: 0.0793 -6.9527 -4.7468
H: 1.2132 7.2566 1.2176
H: -6.5056 1.4593 3.2345
H: -3.7343 -3.2159 -2.8264
H: -0.4962 1.7433 0.2946
H: 2.7494 2.8275 0.9661
H: -3.6640 0.1602 0.2696
H: -0.1495 4.1332 -2.7462
H: -0.9882 7.0209 -1.1313
H: 2.2028 5.8583 -1.9337
H: 0.7116 6.4639 -2.4745
H: -2.0799 -2.2711 -6.7130
H: 2.8799 -1.9246 2.4721
H: 2.6676 1.3432 -5.1144
H: -1.9597 -1.1320 -5.3620
H: 0.8611 0.7747 -4.0451
H: -1.4433 5.3683 -0.8111
H: -2.3473 -1.7684 2.5240
H: -4.7440 -3.4994 -5.0761
H: 0.3238 -2.6401 -2.5321
H: -2.0404 -4.6915 -2.3751
H: 3.7474 -5.2192 1.5673
H: 2.5918 -1.5780 6.0770
H: -4.0017 -1.2948 2.0222
H: -1.4370 0.6025 3.8742
H: -1.6471 1.2734 -4.5898
H: 6.3367 -0.7364 2.7462
H: 1.3602 2.5496 1.8482
H: 2.4753 3.3283 -1.3946
H: -1.2009 6.5945 0.5327
H: -3.5293 -1.6373 -6.0188
H: -3.8588 1.3834 -1.1560
H: 1.1678 7.9253 -0.4671
H: -6.2141 2.2491 4.8318
H: 7.0185 0.2220 4.7327
H: 4.4846 -2.3429 3.0420
H: -1.4091 0.4603 -3.0346
H: 1.7082 0.7890 4.4749
H: 0.0560 -5.8404 -6.0289
H: 1.1672 -0.5440 3.4922
H: -3.6567 -4.1418 -6.4092
H: 3.7879 0.0753 1.3458
H: 0.0648 -0.5163 0.8182


2.
# C5H12N

A gas-phase ion, C5H12N (charge +1) in a non-equilibrium geometry (wB97M-V/def2-TZVPD, the Open Molecules 2025 dataset).

Output
SMILES: C=C([NH3+])CCC
2S+1: 1
orbital gap: 10.888 eV
total charge: +1
ΔE to the lowest compared entry with this formula, charge and spin: 38.6 kcal per mole

Cartesian coordinates (Å):
N: 1.2563 -0.0774 1.8630
C: -0.8048 -1.2527 1.5791
C: -0.5430 1.4474 -1.9343
C: -0.6951 0.0145 -1.3921
C: 0.4853 -0.3383 -0.4630
C: 0.1066 -0.5098 0.9794
H: 1.2882 0.3658 -0.6491
H: 1.9921 -0.7890 1.7939
H: 0.8200 -1.3300 -0.7466
H: -1.5912 0.1133 -0.7735
H: 1.6744 0.8307 1.6544
H: -0.8274 2.1965 -1.2008
H: -0.8912 -0.6805 -2.1912
H: -0.8388 -1.2117 2.6587
H: 0.4081 1.6004 -2.4514
H: -1.5548 -1.8890 1.1413
H: -1.2849 1.6665 -2.7168
H: 1.0003 -0.1566 2.8492


3.
# C7H13IN2O

A molecular structure, C7H13IN2O in a non-equilibrium geometry (wB97M-V/def2-TZVPD, the Open Molecules 2025 dataset).

Output
2S+1: 1
orbital gap (spin up / spin down): 6.968 / 6.976 eV
ΔE to the lowest compared entry with this formula, charge and spin: 27.1 kcal per mole

Cartesian coordinates (Å):
I: -1.2853 2.0779 0.2259
O: -2.7625 -1.5043 -0.9365
N: 0.7767 1.3482 -0.3728
N: -2.3494 0.4745 0.0592
C: -2.0266 -0.3704 -1.1065
C: -0.4481 -0.6167 -1.2608
C: 1.5558 1.3487 1.9341
C: 0.4176 0.6342 -1.5034
C: 1.2766 0.6230 0.6837
C: 0.1410 -1.4952 -0.1812
C: 0.4959 -0.6420 1.0459
H: 1.1900 0.3114 -2.1632
H: 1.1856 -1.9627 -0.4346
H: -2.3649 0.0250 -2.0880
H: 2.3395 0.3341 0.2957
H: 1.5005 2.4464 1.8189
H: -0.4647 -1.2096 -2.1835
H: -2.8011 -1.4562 0.0478
H: 2.5641 1.0862 2.1912
H: -0.1835 1.2426 -2.2631
H: 0.8986 1.1841 2.6910
H: 1.1916 -1.1735 1.7428
H: -0.3667 -0.4335 1.6588
H: -0.4806 -2.2722 0.0987


4.
# C33H45F3O5

8 unconnected molecules or ions with the total composition C33H45F3O5 in a non-equilibrium geometry (wB97M-V/def2-TZVPD, the Open Molecules 2025 dataset).

Output
SMILES: Fc1ccccc1.Fc1ccccc1.Fc1ccccc1.CC(C)=O.CC(C)=O.CC(C)=O.CC(C)=O.CC(C)=O
2S+1: 1
orbital gap: 9.665 eV
ΔE to the lowest compared entry with this formula, charge and spin: 0.0 kcal per mole

Cartesian coordinates (Å):
F: 5.4757 0.4220 -4.0493
F: 15.9626 6.5776 2.7946
F: 22.6952 4.1385 3.9296
O: 20.8488 -2.9452 2.9927
O: 8.0307 2.3562 4.3501
O: 22.3980 5.7830 -4.9342
O: 12.5272 7.4406 11.1838
O: 17.6629 13.3899 1.8124
C: 25.3448 6.2890 2.6586
C: 16.5588 3.7166 -0.0336
C: 4.9234 3.5367 -2.1741
C: 15.4149 12.6510 1.5399
C: 12.2030 6.0201 9.2377
C: 23.4264 5.2623 3.6850
C: 17.6380 4.5134 0.3490
C: 6.2002 4.0208 -1.9846
C: 22.9801 5.5950 -7.2434
C: 23.0590 6.5056 4.2380
C: 7.2682 3.3586 -2.6312
C: 19.2185 -1.5102 3.9343
C: 5.6883 2.0950 4.5142
C: 24.5156 5.1850 2.8386
C: 16.8440 12.8059 1.1142
C: 16.1736 5.6140 1.8601
C: 14.4728 6.1430 10.3842
C: 22.0133 5.8741 -6.0923
C: 25.0140 7.5227 3.2002
C: 4.6656 2.2985 -2.7604
C: 15.1208 4.7420 1.5287
C: 20.6704 6.4558 -6.4978
C: 15.2625 3.8126 0.5516
C: 7.2322 0.1902 3.7530
C: 13.0099 6.6381 10.3094
C: 17.2575 12.2184 -0.2395
C: 17.4433 5.5129 1.2794
C: 19.9449 -2.1553 2.7643
C: 19.5316 -1.8344 1.3803
C: 7.0618 1.6224 4.2028
C: 7.0130 2.1652 -3.3136
C: 23.8596 7.6248 3.9692
C: 5.7465 1.6106 -3.3658
H: 14.5120 3.1432 0.1578
H: 8.2684 3.7513 -2.5228
H: 22.2117 6.5993 4.9011
H: 19.6542 -0.7525 1.3301
H: 18.1807 6.2268 1.6154
H: 12.8148 5.9167 8.3416
H: 24.8256 4.2989 2.3046
H: 25.6054 8.3786 2.9105
H: 3.6665 1.8896 -2.7945
H: 5.4918 1.9811 5.5803
H: 15.4688 12.0908 2.4734
H: 26.2496 6.2589 2.0697
H: 11.3806 6.6730 8.9455
H: 23.5430 8.5462 4.4352
H: 4.9942 1.5238 3.8979
H: 14.7825 12.2113 0.7687
H: 15.1058 6.5812 9.6126
H: 20.8475 7.5138 -6.6909
H: 16.4803 12.3580 -0.9909
H: 14.9862 13.6450 1.6675
H: 22.4581 5.0941 -8.0586
H: 6.8387 0.1233 2.7387
H: 18.9378 -0.4848 3.6936
H: 6.6857 -0.5698 4.3115
H: 14.5349 5.0549 10.4012
H: 4.1281 4.1031 -1.7126
H: 5.5808 3.1298 4.1888
H: 6.3266 4.9361 -1.4256
H: 14.8392 6.4352 11.3684
H: 19.9888 6.4289 -5.6476
H: 18.4893 -2.1346 1.2721
H: 19.9298 -1.3810 4.7501
H: 23.8383 5.0065 -6.9190
H: 17.4388 11.1524 -0.1019
H: 20.2254 5.9959 -7.3802
H: 7.8255 1.6886 -3.8419
H: 20.0830 -2.2276 0.5262
H: 8.2733 -0.1305 3.7176
H: 11.7422 5.1081 9.6174
H: 18.3826 -2.1169 4.2826
H: 16.7894 2.9751 -0.7841
H: 18.2728 12.5194 -0.4974
H: 18.6373 4.5024 -0.0605
H: 23.3566 6.5813 -7.5147
H: 14.1411 4.8801 1.9616


5.
# C44H42IMnN6O3PS3

A molecular structure, C44H42IMnN6O3PS3 in a non-equilibrium geometry (wB97M-V/def2-TZVPD, the Open Molecules 2025 dataset).

Output
2S+1: 4
orbital gap (spin up / spin down): 4.109 / 4.224 eV
total charge: +2

Cartesian coordinates (Å):
I: 0.6011 0.5629 2.4191
Mn: -0.4181 0.5939 -0.1374
S: -1.6673 -2.4956 3.3205
S: -0.6509 -4.0480 0.6659
S: -1.6175 0.4964 -2.2904
P: 2.2904 0.6193 -0.4041
O: -1.8655 0.9156 0.6583
O: -1.4325 -1.6232 4.4907
O: -1.0209 -3.7669 3.3797
N: -7.4524 -3.8688 3.6898
N: -0.2778 2.6180 -0.4823
N: -1.4797 -1.7808 1.8648
N: 0.1823 2.6132 -2.8060
N: -0.3322 -1.5307 0.0059
N: -0.5758 1.5486 -4.5959
C: 4.3898 3.7871 -1.9708
C: -0.5963 4.6811 0.7463
C: -5.3285 -3.9872 2.5325
C: -3.8112 -0.7055 -0.0474
C: 2.5765 -2.3036 -3.9325
C: 4.8426 0.0990 0.3554
C: 4.2226 -1.9022 2.1406
C: -6.0500 -3.5627 3.6161
C: -0.1157 5.4104 -0.3844
C: 2.9982 2.2329 -0.7415
C: 0.1457 -2.2835 -1.0371
C: 3.4698 4.4846 0.0561
C: -0.8359 -2.2983 0.8878
C: 0.3362 2.5338 -5.0468
C: -4.0114 -3.6426 2.4745
C: 5.5709 -1.7645 1.6875
C: 5.8690 -0.7596 0.8258
C: 2.9210 3.2405 0.2276
C: 3.2560 -1.5571 -1.7328
C: 3.1974 -2.5392 -2.7571
C: 0.1670 4.7248 -1.5813
C: 1.9406 -0.1058 -3.1118
C: 0.0674 3.3250 -1.5516
C: -0.6264 1.6500 -3.2727
C: -3.4553 0.6724 0.6008
C: -3.7487 0.8083 2.0463
C: 0.0909 -3.6335 -0.7264
C: 3.5231 -0.0355 0.7259
C: 2.5286 -0.3250 -1.8980
C: 2.7743 -2.7916 3.8724
C: -3.4031 -2.9150 3.4204
C: 4.2275 4.8001 -1.0249
C: -5.4549 -2.8012 4.5973
C: 2.0221 -1.0388 -4.1411
C: -4.1324 -2.4880 4.4883
C: -0.6063 3.3365 0.6152
C: 3.1959 -0.9798 1.7197
C: 1.8317 -1.8083 3.4991
C: -4.2106 1.8907 -0.1859
C: 3.7287 2.5046 -1.9183
C: 2.0376 -0.9877 2.4236
C: 3.9734 -2.8005 3.1570
C: 0.8119 3.1754 -3.9790
C: -1.2130 0.5012 -5.4202
H: -3.4970 -3.8876 1.5991
H: 3.7662 1.8393 -2.6980
H: -5.7677 -4.6606 1.8126
H: 1.7197 3.7690 -3.9417
H: 1.6496 -0.8277 -5.2065
H: -2.2925 0.6207 -5.4743
H: -7.9329 -3.6284 4.5037
H: -7.7345 -4.7005 3.2066
H: 5.2089 0.8759 -0.3034
H: -3.2908 -1.4991 0.4447
H: 0.6398 2.5428 -6.0772
H: -3.5218 -0.6802 -1.1310
H: 0.9445 -1.6140 4.1263
H: -0.7970 5.1888 1.6779
H: -2.8812 0.3082 2.5248
H: 2.6294 -3.5050 4.6759
H: 6.3107 -2.4583 2.1038
H: 4.9967 4.0046 -2.8402
H: -5.9969 -2.4592 5.4781
H: 3.7126 -3.4832 -2.6092
H: 6.8131 -0.7164 0.3726
H: 0.0047 6.4364 -0.4662
H: 4.7360 5.7823 -1.1316
H: 3.2067 5.2259 0.7651
H: 2.3021 3.0872 1.1147
H: -0.8705 2.7079 1.4421
H: 4.7632 -3.5079 3.4056
H: -0.7800 0.5962 -6.4226
H: 0.7738 -1.9107 -1.8327
H: -3.7998 1.8758 2.3679
H: 0.5136 5.1775 -2.5165
H: -3.5205 2.7744 -0.1733
H: 2.5496 -3.0255 -4.6735
H: 0.4390 -4.3856 -1.4470
H: -0.8689 -0.4982 -5.0654
H: 3.8501 -1.8363 -0.8555
H: 1.3985 0.7945 -3.2896
H: -5.1723 2.1162 0.2773
H: -4.3549 1.4808 -1.1920
H: -4.6899 0.3387 2.1102
H: -3.7201 -1.8889 5.3109
H: -4.8390 -1.0652 -0.0055


6.
# C31H67N2O7S

8 unconnected molecules or ions with the total composition C31H67N2O7S (wB97M-V/def2-TZVPD, the Open Molecules 2025 dataset).

Output
2S+1: 1
orbital gap: 7.230 eV
total charge: +1

Cartesian coordinates (Å):
S: -2.5140 -1.5125 -0.5377
O: -2.1972 3.9843 -9.5010
O: 3.6303 0.1988 -0.4405
O: 2.3525 -3.1631 1.3688
O: 3.1056 -1.9521 6.4598
O: -1.8969 3.6317 -3.6141
O: -3.8604 -2.3336 -3.7675
O: -0.3298 0.7690 4.5540
N: -1.7897 -3.1513 5.1226
N: -1.4109 -1.0736 0.8034
C: 4.2779 -0.1610 7.4571
C: -1.5539 2.6675 -2.6290
C: -4.5760 -2.5570 -4.9930
C: -1.2198 2.8376 5.2815
C: -3.3532 -4.5296 -4.5031
C: -2.4193 2.9816 -4.7760
C: 2.1551 -0.9288 6.7538
C: 2.7462 -4.4089 1.9592
C: 3.9323 -2.6845 3.0573
C: -2.0262 5.8622 -8.0809
C: -2.8875 5.1817 -9.1380
C: 3.1846 -2.1012 1.8675
C: 4.0819 -4.1485 2.6426
C: -1.2898 1.8343 6.4329
C: -0.6215 5.4364 -8.5078
C: -2.1077 1.4990 -4.6103
C: -2.1651 1.3477 -3.0910
C: -0.8695 4.0091 -8.9819
C: -3.8648 -3.7112 -5.6913
C: -1.5046 -3.3775 3.7113
C: 3.5548 1.4874 0.1727
C: -0.7990 -2.2269 1.5738
C: 2.7962 -0.0449 7.8168
C: 3.4997 0.3266 -1.8602
C: -1.1548 0.5085 5.6980
C: -0.1874 2.1844 4.3726
C: 3.6723 2.5042 -0.9555
C: -2.9723 -3.4236 -3.5314
C: 3.0220 1.7510 -2.1162
C: -1.0032 -2.0820 3.0844
C: 4.3737 -1.6215 7.0328
H: 3.3142 2.1209 -3.0969
H: 4.4735 0.1460 -2.3245
H: 1.9876 -4.7159 2.6890
H: -1.1021 1.2785 -4.9739
H: 2.7988 -5.1648 1.1760
H: -2.6590 -2.6414 5.2240
H: 4.5161 0.4960 6.6181
H: 2.5918 1.5818 0.6914
H: -4.1593 -5.1384 -4.0902
H: 2.6176 -0.4557 8.8121
H: -4.5254 -4.2686 -6.3520
H: -1.2616 -3.1434 1.2128
H: -3.0265 -3.3385 -6.2823
H: -2.3643 -3.7541 3.1427
H: -0.3316 2.4219 3.3170
H: 3.8581 -1.7805 1.0726
H: -1.6635 -1.2429 3.3212
H: -3.8818 4.9170 -8.7770
H: 4.3508 1.5716 0.9127
H: 1.9407 -0.3617 5.8399
H: -2.2071 1.8986 7.0146
H: -0.6886 -0.2735 6.2942
H: -1.9421 -4.0342 5.5893
H: 2.4185 0.9768 7.7974
H: -2.8096 0.8585 -5.1405
H: -0.7994 3.2996 -8.1477
H: 1.2308 -1.4020 7.0888
H: -2.2567 5.4617 -7.0911
H: -0.4461 1.9776 7.1104
H: 4.2572 -4.8220 3.4792
H: -0.7064 -4.1174 3.6416
H: 2.8041 -0.4341 -2.2176
H: -2.1865 2.9043 4.7779
H: -1.9433 -3.0875 -3.7100
H: 0.8294 2.4756 4.6539
H: 0.2594 -2.2748 1.3396
H: -3.2035 1.2703 -2.7608
H: -4.5700 -1.6347 -5.5730
H: -2.5190 -5.1854 -4.7431
H: -0.6679 -0.5287 0.3683
H: 1.9328 1.8097 -2.0422
H: -0.9294 3.8395 5.5907
H: -1.9333 3.0047 -1.6615
H: -3.4987 3.1568 -4.8241
H: -0.0376 -1.8480 3.5302
H: 5.1516 -1.8032 6.2903
H: 3.3345 -2.6110 3.9686
H: -0.4604 2.5952 -2.5645
H: -1.6237 0.4776 -2.7206
H: 4.7217 2.7032 -1.1773
H: 4.9025 -4.2635 1.9324
H: 4.5569 -2.2737 7.8922
H: 3.1894 3.4509 -0.7200
H: 2.5489 -1.2528 2.1366
H: -3.6534 -1.1016 0.0238
H: -5.6129 -2.8116 -4.7562
H: -0.1800 3.6878 -9.7629
H: 4.8809 -2.1808 3.2357
H: -2.9995 5.8127 -10.0255
H: -3.0608 -3.7263 -2.4851
H: -1.8972 -0.4615 1.4576
H: 4.9487 0.0805 8.2794
H: -1.9607 3.4169 -5.6638
H: -2.1678 6.9410 -8.0505
H: -0.2741 6.0578 -9.3349
H: 0.1159 5.4905 -7.7084
H: -2.1322 0.1428 5.3592


What is the 2S+1 in the second record?
1


The highest 2S+1 belongs to which entry?
C44H42IMnN6O3PS3